# 1
A structure of composition C38H37N4OPbS6 in a non-equilibrium geometry. Source: the OMol25 dataset; level of theory: ωB97M-V/def2-TZVPD.

The total charge is -1. Its spin multiplicity is 1.

```
87
Properties=species:S:1:pos:R:3:forces:R:3:lowdin_charge:R:1
O 1.42919 -1.09699 -0.29033 -0.2 0.9 0.6 -0.629
C -1.43971 -3.18349 2.56677 -0.1 0.0 0.1 -0.112
C 3.30399 -2.49559 -1.52843 -0.6 0.1 0.1 -0.225
S -1.10851 0.63531 6.78817 -0.3 -0.1 0.7 0.563
C 2.55389 3.25711 3.80407 0.1 0.0 0.0 -0.087
N -0.43831 1.11081 -3.45083 0.1 0.0 0.1 -0.220
H -3.70581 2.11821 -3.57883 0.0 0.0 0.1 0.131
H 3.36469 -2.00479 -2.49833 0.0 0.0 -0.1 0.083
C -2.85301 3.25521 -0.27663 0.4 0.1 -0.2 -0.648
H 2.88289 4.01331 3.10337 0.0 0.0 0.0 0.101
H 1.71229 -4.61849 -0.29533 0.1 -0.1 0.0 0.099
C -2.77761 1.94241 -3.01023 0.3 0.1 -0.5 -0.185
C -2.24001 -4.14639 0.52207 -0.1 0.0 0.0 -0.086
H -2.32831 2.91341 -2.79243 -0.1 -0.1 0.0 0.071
H 0.75229 2.80381 2.72187 0.0 0.0 -0.1 0.105
C -4.73931 4.16391 0.92607 -0.1 0.1 0.1 -0.111
C -3.93231 0.11921 -1.92173 -0.1 -0.1 -0.2 -0.143
C -5.53581 3.15041 0.42907 -0.1 0.0 0.0 -0.108
H 4.58549 -3.55419 0.62117 0.0 -0.1 0.0 0.109
S -1.15821 -1.57419 -2.15023 -0.7 -0.4 -0.4 0.566
C 1.47959 -3.69469 0.23187 0.0 0.6 -0.6 -0.247
H 3.53729 -3.55239 -1.62413 0.0 -0.1 0.0 0.091
C 1.20439 0.08211 -4.97433 0.1 0.2 -0.1 -0.038
H 0.66699 -2.82099 2.67047 0.1 0.0 0.0 0.118
H -4.85981 0.35591 -2.45553 -0.1 0.0 0.0 0.091
C -5.00231 2.21221 -0.43983 -0.2 -0.1 0.0 -0.051
C 4.04649 -0.39639 -0.45223 0.2 -0.1 0.0 -0.053
H 0.17359 2.72871 -4.68963 0.1 0.0 -0.1 0.087
S -2.56381 -0.14669 4.29067 0.9 0.5 -0.3 0.946
H -3.38321 -0.62889 -2.48503 0.0 0.1 0.0 0.000
C 5.04049 -1.78059 1.72537 0.0 0.0 0.2 -0.090
C 0.10779 -3.71279 0.80707 -0.2 -0.1 0.1 -0.306
H -1.63061 -2.79699 3.55787 0.0 0.1 0.0 0.078
C 4.52039 0.29401 0.64827 0.0 0.1 0.0 -0.071
H 1.42799 1.04241 -5.41233 0.0 0.1 0.0 0.096
C 1.36079 2.59381 3.58737 -0.2 -0.1 0.0 -0.005
C 3.32469 2.96391 4.91847 0.1 0.0 0.1 -0.108
H -0.20851 3.12841 -3.00003 0.0 0.0 0.0 0.010
H 2.23939 -3.45959 0.97167 0.1 0.0 0.0 0.081
H -3.49881 -3.58269 2.15767 -0.1 0.0 0.1 0.101
C 0.25969 -0.01959 -3.96093 0.2 -0.3 0.0 -0.275
H 4.48409 1.37451 0.66407 0.0 0.1 0.0 0.103
H 3.48999 1.75801 6.68337 0.0 0.0 0.0 0.098
C 0.23879 2.37861 -3.64953 -0.1 0.1 0.0 -0.110
C -3.67171 2.25331 -0.82613 -0.1 0.3 0.3 -0.327
H -5.65891 1.43391 -0.79133 0.0 -0.1 -0.1 0.094
N -0.62651 0.83811 2.93107 0.3 0.1 -1.3 0.006
C -1.76391 0.27601 2.74627 -0.3 -0.1 0.9 -1.094
H -4.15621 -0.31159 -0.94903 -0.1 0.0 0.0 0.063
H -0.75691 -4.56419 -0.95743 0.0 0.0 -0.1 0.103
C -3.40521 4.20521 0.57717 -0.1 0.0 0.0 -0.136
N -3.10401 1.29831 -1.73483 0.2 0.0 0.2 -0.235
H -6.57481 3.08041 0.71797 -0.1 0.0 0.0 0.091
C -0.94841 -4.18429 0.03577 0.0 -0.1 0.1 -0.092
C 0.66359 -2.40499 -3.93913 0.0 0.1 -0.2 -0.185
H 5.41589 -2.32669 2.57927 0.1 0.0 0.1 0.098
Pb -0.69541 0.62511 -0.58033 0.7 0.2 0.1 0.939
C 4.04719 -1.78979 -0.46983 0.3 0.1 0.2 -0.311
S -2.53081 -0.08939 1.29017 -0.9 -0.3 -0.4 0.525
N -0.28921 0.97221 4.23667 -0.8 -0.5 0.6 -0.152
C 1.70149 1.32811 5.60887 0.0 -0.2 0.0 -0.062
C 1.59449 -2.28099 -4.94963 0.1 -0.1 -0.2 -0.118
H -1.86011 1.58971 -4.91633 -0.1 0.0 0.1 0.128
H 1.37739 0.57601 6.30817 0.0 0.0 0.0 0.051
H 2.59769 -0.91289 -6.26003 0.0 0.0 0.0 0.092
S -1.14121 3.34151 -0.61593 0.2 0.6 0.1 0.473
H -3.05491 -4.49979 -0.09363 -0.1 0.0 0.0 0.103
C 1.87219 -1.02869 -5.46613 0.1 0.0 -0.1 -0.109
C 4.56259 -2.47219 0.62757 0.1 0.0 -0.1 -0.071
H 4.25969 3.48161 5.08727 0.0 0.0 0.0 0.093
C -0.00891 -1.29489 -3.42963 -0.5 0.0 0.2 -0.633
C -1.82761 1.14251 -3.90703 -0.4 0.0 0.0 -0.175
H -5.14991 4.90741 1.59637 0.0 0.0 0.1 0.093
H 0.42669 -3.37139 -3.52003 0.0 -0.1 0.0 0.087
C 0.92519 1.63101 4.49677 0.7 0.4 0.1 -0.203
S 1.46779 -2.34959 -1.05523 1.4 -1.9 0.1 0.876
C 5.00519 -0.39649 1.74737 0.0 0.0 0.1 -0.090
C 2.89349 1.99921 5.81437 0.1 0.1 -0.1 -0.091
H -2.75011 4.96661 0.97367 0.0 0.0 0.0 0.087
C -0.14821 -3.20439 2.07287 0.1 -0.1 0.0 -0.032
H 1.28549 2.27641 -3.36743 0.0 0.0 0.0 0.097
C -1.18971 0.53301 5.14947 -0.2 -0.1 -0.2 -1.097
H 3.65719 0.13921 -1.30653 -0.1 0.1 0.0 0.116
H 5.34529 0.14061 2.62217 0.0 0.0 0.0 0.098
C -2.48771 -3.63489 1.78437 0.0 -0.1 0.1 -0.108
H 2.09059 -3.15839 -5.33933 0.1 -0.1 0.0 0.096
H -2.17211 0.11071 -3.98903 0.0 0.1 0.0 0.091
```
Positions in Å, forces in eV/Å.

=====

# 2
An isolated molecule of C5H7NO. Source: the OMol25 dataset; level of theory: ωB97M-V/def2-TZVPD.

The total charge is 0. Its spin multiplicity is 1.

```
14
Properties=species:S:1:pos:R:3:forces:R:3:lowdin_charge:R:1
C -0.43696 -0.42840 0.00216 0.1 -0.3 -0.1 -0.239
N 1.22150 1.43386 0.43247 0.1 0.1 -0.1 0.057
C -0.19750 -1.71554 -0.21217 -0.2 0.3 0.1 -0.043
H 2.23318 1.47243 0.51383 -0.1 0.0 0.0 0.072
O 1.16282 -1.93249 -0.55011 0.3 0.1 0.0 -0.059
H 0.92040 2.28157 -0.03675 0.1 -0.1 0.2 0.078
H -2.05613 0.97019 -0.24645 0.1 -0.1 0.1 0.084
H -0.81079 -2.60573 -0.19148 0.1 0.1 0.1 0.128
C 0.85413 0.26898 -0.33945 0.0 -0.1 0.0 -0.401
C -1.67182 0.25035 0.48592 0.0 0.0 0.0 -0.042
H -1.43186 0.81107 1.39665 -0.1 -0.1 -0.1 0.083
H -2.46523 -0.46686 0.71445 0.1 0.1 0.0 0.081
H 0.79604 0.48492 -1.43634 -0.1 0.0 0.1 0.170
C 1.88220 -0.82434 -0.53272 -0.4 0.0 0.0 0.031
```
Positions in Å, forces in eV/Å.

=====

# 3
An isolated molecule of C4H6N2OS in a non-equilibrium geometry. Source: the OMol25 dataset; level of theory: ωB97M-V/def2-TZVPD.

The total charge is 0. Its spin multiplicity is 1. As for the SMILES: CSc1cncn1O.

```
14
Properties=species:S:1:pos:R:3:forces:R:3:lowdin_charge:R:1
H -0.93820 2.38922 0.62679 0.3 -0.9 -5.5 0.267
S 1.47772 0.07866 -0.94539 -0.7 0.6 -1.2 0.886
C 2.42454 -0.11595 0.52873 3.4 -0.1 -1.4 -0.443
C -0.21697 -0.29317 -0.62957 2.3 2.7 0.8 -0.544
H 2.44951 -1.12645 0.83066 -0.1 -1.2 0.5 0.008
N -2.15861 -1.21153 -0.20505 -1.1 -1.1 1.0 0.059
H -0.52087 -2.43425 -0.66627 0.6 -0.8 -0.1 0.100
H 3.53640 0.07389 0.12645 -2.3 -0.4 0.7 0.087
H -3.17612 0.77822 0.31455 1.4 -2.2 -1.1 0.172
H 2.37034 0.51037 1.37034 -0.8 1.1 0.9 0.012
C -0.83543 -1.44525 -0.49477 -2.5 -0.8 -0.3 -0.159
C -2.31107 0.06900 -0.05692 -2.4 2.0 0.9 -0.198
N -1.16660 0.68676 -0.27467 2.8 0.2 -1.6 -0.207
O -0.93462 2.04047 -0.52486 -0.7 0.8 6.4 -0.041
```
Positions in Å, forces in eV/Å.

=====

# 4
An isolated molecule of C5H8N2 in a non-equilibrium geometry. Source: the OMol25 dataset; level of theory: ωB97M-V/def2-TZVPD.

The total charge is 0. Its spin multiplicity is 1. As for the SMILES: CC1(C)N[C@H]1C#N.

```
15
Properties=species:S:1:pos:R:3:forces:R:3:lowdin_charge:R:1
C 1.12079 -0.53796 0.04236 0.1 -0.2 0.1 -0.245
C -0.28868 -0.03135 0.02057 -0.1 0.0 0.1 -0.525
H 1.29127 -1.48305 0.55462 0.0 0.1 -0.2 0.139
H 0.14920 2.10570 -0.18199 -0.1 -0.2 0.0 0.082
H -2.22148 -0.94954 0.01685 0.1 0.0 0.1 0.089
H -1.49564 1.60760 -0.64021 0.1 0.0 0.1 0.089
C -1.30436 -0.98674 0.61350 0.0 0.0 0.1 -0.035
C -0.67571 1.43051 0.06720 0.1 0.0 0.0 -0.020
N 3.37296 0.70298 -0.30298 -1.1 -0.2 0.4 0.148
H 0.61324 0.12328 -1.81320 -0.1 -0.1 0.1 0.108
H -1.54532 -0.74991 1.65438 0.1 0.0 -0.1 0.085
N 0.29966 -0.61243 -1.17962 0.0 0.0 -0.3 0.096
H -1.04526 1.69490 1.06445 0.1 -0.1 -0.2 0.086
C 2.33888 0.23096 -0.07977 0.9 0.5 -0.2 -0.179
H -0.91955 -2.00919 0.56003 -0.1 0.1 0.0 0.083
```
Positions in Å, forces in eV/Å.

=====

# 5
An isolated molecule of C5H8O2. Source: the OMol25 dataset; level of theory: ωB97M-V/def2-TZVPD.

The total charge is 0. Its spin multiplicity is 1.

```
15
Properties=species:S:1:pos:R:3:forces:R:3:lowdin_charge:R:1
H 0.81909 -0.30255 2.47915 0.0 0.1 -0.2 0.111
C 0.91614 -1.14212 0.39246 0.0 -0.2 0.0 -0.143
O 0.42895 2.16267 0.74444 0.0 -0.4 0.0 0.046
C 0.53021 0.95423 0.67090 -0.1 0.2 0.0 -0.429
H 2.34174 0.09407 1.64274 -0.2 0.0 0.0 0.111
H 0.40426 -2.04405 0.74078 0.1 0.1 0.0 0.095
H -0.34482 1.20393 -1.96860 0.0 -0.1 0.1 0.119
C 0.03975 -0.06389 -0.25543 0.2 0.1 -0.2 -0.286
H -1.53995 -0.15072 -0.28627 -0.2 0.1 -0.2 0.170
C 1.27510 -0.10821 1.50232 0.1 0.1 0.1 -0.085
H -2.46062 0.92013 -1.26716 0.1 -0.2 0.0 0.117
O -2.06339 0.02783 -1.28843 0.0 0.2 0.2 -0.024
C -0.42608 0.17960 -1.59899 0.2 0.0 0.0 -0.020
H 1.79350 -1.44572 -0.19210 -0.2 0.1 0.1 0.102
H -0.26269 -0.57361 -2.36811 -0.1 0.1 0.2 0.117
```
Positions in Å, forces in eV/Å.

=====

# 6
An isolated molecule of C10H12N2O in a non-equilibrium geometry. Source: the OMol25 dataset; level of theory: ωB97M-V/def2-TZVPD.

The total charge is 0. Its spin multiplicity is 1. As for the SMILES: CC#Cc1cc(C)c[n+]([O-])c1CN.

```
25
Properties=species:S:1:pos:R:3:forces:R:3:lowdin_charge:R:1
C 2.83084 0.16698 0.13433 -0.3 -0.1 0.8 0.029
C 0.91078 -1.32775 0.11929 -0.1 -0.6 -0.5 -0.005
H -0.05935 3.16663 -1.43325 0.4 -0.3 0.6 0.071
C 2.35418 -1.09446 0.01560 -0.9 1.6 -0.3 -0.255
H -4.35315 -1.55961 0.43040 0.6 1.2 0.6 0.104
H -4.53488 -0.13844 -0.54959 0.3 0.4 0.2 0.078
H 3.89176 0.51328 0.15367 -1.2 -0.4 -0.4 0.154
C -1.42654 -0.42155 0.41038 -0.9 0.5 0.1 -0.026
H -0.74510 1.63384 -1.25801 0.1 0.5 -0.1 0.063
N 1.94895 1.25105 0.31732 1.6 1.1 -1.2 -0.234
N -0.56790 2.53653 -0.82766 -1.2 0.4 -0.4 0.011
C 0.70211 1.23682 0.57417 -3.9 -5.9 1.1 -0.080
C 3.29921 -2.13249 -0.44737 -0.4 -1.2 0.2 -0.062
H 0.14295 3.36720 1.04257 -0.7 -2.1 -0.6 0.159
O 2.44413 2.38892 -0.01780 1.0 1.1 0.4 -0.105
H 4.27472 -1.75107 -0.50419 1.4 0.9 0.1 0.054
C -0.02314 -0.36089 0.39604 3.9 3.4 0.5 -0.080
H 0.63495 -2.36946 -0.16460 -0.2 0.9 0.5 0.129
H -1.18392 2.03404 1.01827 -0.4 0.0 1.0 0.076
C -4.05498 -0.46952 0.38118 -0.9 0.4 0.5 -0.105
H 3.37077 -2.94467 0.28473 -0.3 -0.3 -0.5 0.092
C -0.25898 2.36516 0.60642 1.8 1.8 -1.7 -0.197
H -4.37144 0.19412 1.23003 -0.8 -1.1 -0.7 0.096
H 3.12963 -2.45500 -1.48664 -0.5 -0.3 0.5 0.100
C -2.62883 -0.23932 0.41280 1.6 -1.7 -0.8 -0.068
```
Positions in Å, forces in eV/Å.

=====

Calculated E_LUMO in order - 0.0808, 0.0213, 0.0007, 0.0316, 0.0189, 0.0042 Eh
Calculated ΔE to the lowest compared entry with this formula, charge and spin in order - 80.7, 330.2, 472.0, 130.8, 365.0, 646.3 kJ/mol
Calculated HOMO-LUMO gap in order - 6.18, 9.36, 9.05, 10.82, 8.87, 8.17 eV